{"formula": "C5H12NO2", "method": "ωB97M-V/def2-TZVPD", "relative_energy_kj_mol": 282.5, "total_charge": -1, "orbital_gap_ev": 6.96, "energy_ev": -10964.062, "symbols": ["O", "O", "N", "C", "C", "C", "C", "C", "H", "H", "H", "H", "H", "H", "H", "H", "H", "H", "H", "H"], "coordinates": [[-1.405, -0.079, 1.227], [1.808, -0.031, -1.250], [1.087, -1.288, 0.605], [-1.974, 0.681, 0.262], [1.854, -0.069, 0.067], [-2.185, 1.952, -1.846], [1.866, -2.090, 1.528], [-1.417, 1.118, -0.856], [2.882, -0.146, 0.528], [1.327, -3.006, 1.800], [-3.222, 2.059, -1.545], [-2.169, 1.501, -2.838], [-0.384, 0.865, -1.106], [-3.001, 0.921, 0.510], [-1.761, 2.955, -1.939], [-0.529, -0.463, 0.930], [2.038, -1.523, 2.453], [0.955, -1.800, -0.264], [2.845, -2.362, 1.132], [1.386, 0.805, 0.602]]}

{"formula": "C6H5O3", "method": "ωB97M-V/def2-TZVPD", "relative_energy_kj_mol": 485.8, "total_charge": -1, "orbital_gap_ev": 5.90, "energy_ev": -12441.535, "symbols": ["O", "O", "O", "C", "C", "C", "C", "C", "C", "H", "H", "H", "H", "H"], "coordinates": [[3.395, 1.077, 0.316], [1.337, 2.160, -0.408], [2.772, -2.224, -0.180], [2.388, 0.147, 0.104], [-0.674, -0.784, 0.498], [-0.125, 0.301, -0.421], [-0.591, -0.986, -0.941], [2.572, -1.113, 0.044], [1.200, 0.924, -0.317], [-0.853, 1.140, -0.491], [-1.470, -0.816, -1.428], [2.819, 1.998, 0.169], [0.180, -1.302, 1.034], [-1.576, -0.383, 0.970]]}

{"formula": "C7H11N2", "method": "ωB97M-V/def2-TZVPD", "relative_energy_kj_mol": 457.0, "total_charge": 1, "orbital_gap_ev": [8.25, 8.25], "energy_ev": -10406.982, "symbols": ["N", "N", "C", "C", "C", "C", "C", "C", "C", "H", "H", "H", "H", "H", "H", "H", "H", "H", "H", "H"], "coordinates": [[0.967, 1.402, -0.271], [0.519, -0.120, 1.742], [1.785, 1.546, 0.804], [-1.660, -0.294, -1.457], [1.472, 0.814, 1.874], [-1.106, -2.127, 0.307], [1.112, 1.582, -1.520], [-0.988, -0.688, -0.183], [-0.068, -0.060, 0.494], [-2.780, -0.315, -1.427], [2.038, 0.910, 2.881], [-0.942, -2.846, -0.619], [2.056, 1.858, -2.063], [-2.217, -2.273, 0.601], [0.214, 1.554, -2.038], [-1.357, -0.996, -2.108], [-0.414, -2.512, 1.110], [-1.272, 0.728, -1.644], [0.106, -0.389, 2.642], [2.536, 2.225, 0.877]]}

{"formula": "CH3NO2", "method": "ωB97M-V/def2-TZVPD", "relative_energy_kj_mol": 735.1, "orbital_gap_ev": [10.17, 9.17], "energy_ev": -6664.046, "symbols": ["O", "O", "N", "C", "H", "H", "H"], "coordinates": [[2.263, -0.820, -0.296], [3.512, -0.653, -0.405], [1.512, 0.253, -0.364], [0.227, 0.012, -0.110], [-0.344, 0.305, -0.976], [-0.258, 0.700, 0.518], [0.006, -0.991, 0.279]]}

no.,maximum force (Eh/bohr)
1,0.011
2,0.093
3,0.085
4,0.101